1.
The following is a DFT calculation (ωB97M-V with the def2-TZVPD basis set) of C6H12 in the gas phase in a non-equilibrium geometry.

```
18
Properties=species:S:1:pos:R:3:mulliken_charge:R:1
C -2.381 0.339 -0.023 -1.136
C -1.222 -0.625 -0.260 -0.847
C 0.107 -0.223 0.445 0.284
C 0.741 1.023 0.002 -0.659
C 2.161 0.363 -0.166 -0.462
C 1.374 -1.009 0.024 -0.820
H -2.541 0.403 1.065 0.307
H -2.174 1.431 -0.245 0.287
H -3.268 -0.094 -0.387 0.384
H -0.940 -0.866 -1.298 0.360
H -1.558 -1.575 0.126 0.335
H -0.093 -0.311 1.489 0.435
H 0.308 1.390 -1.005 0.252
H 0.799 1.930 0.720 0.221
H 2.648 0.435 -1.238 0.214
H 3.002 0.539 0.657 0.250
H 1.719 -1.615 0.965 0.234
H 1.319 -1.534 -0.871 0.363
```

Computed properties:
relative energy (zero: lowest compared OMol25 entry of this formula, charge and spin)	200.5	kJ/mol
LUMO	1.22	eV
calculated total energy	-6414.8631	eV
SMILES	CCC1CCC1
orbital gap	0.416	Ha
HOMO energy	-10.09	eV
largest force on an atom	0.0886	hartree/bohr

=====

2.
The following is a DFT calculation (ωB97M-V with the def2-TZVPD basis set) of 3 unconnected molecules or ions with the total composition C5H12O2 in a non-equilibrium geometry.

```
19
Properties=species:S:1:pos:R:3:mulliken_charge:R:1
C 2.903 0.731 -1.099 -1.143
C 1.813 0.704 -2.111 0.608
C 1.820 -0.122 -3.170 -0.873
C -0.539 1.351 -2.049 -0.780
C 0.750 1.675 -1.900 -0.185
H 3.930 0.371 -1.212 0.375
H 2.550 0.315 -0.152 0.262
H 3.106 1.802 -0.912 0.273
H 2.671 -0.786 -3.243 0.279
H 1.015 -0.210 -3.883 0.353
H -0.725 0.283 -2.067 0.277
H -1.363 2.047 -2.029 0.277
H 1.072 2.706 -1.767 0.277
H -2.313 -1.456 6.427 0.317
H -2.761 -0.307 5.647 0.311
O -3.135 -1.039 6.171 -0.630
H -3.666 -3.272 1.894 0.314
H -3.315 -1.988 2.751 0.314
O -3.813 -2.806 2.702 -0.627
```

Computed properties:
relative energy (zero: lowest compared OMol25 entry of this formula, charge and spin)	228.8	kJ/mol
LUMO	0.61	eV
calculated total energy	-9472.7648	eV
SMILES	C=CC(=C)C.O.O
orbital gap	0.358	Ha
HOMO energy	-9.13	eV
largest force on an atom	0.0404	hartree/bohr

=====

3.
The following is a DFT calculation (ωB97M-V with the def2-TZVPD basis set) of 2 unconnected molecules or ions with the total composition C31H34N2O2 in a non-equilibrium geometry.

```
69
Properties=species:S:1:pos:R:3:mulliken_charge:R:1
C -8.534 1.918 1.255 -1.360
C -7.034 1.913 1.276 0.753
C -6.331 0.696 1.275 -0.366
C -4.958 0.650 1.283 -0.313
C -4.151 1.858 1.159 -0.142
O -2.925 1.833 0.884 -0.660
C -4.912 3.098 1.317 -0.666
C -6.287 3.105 1.303 -0.281
H -8.928 2.939 1.246 0.323
H -8.921 1.394 0.372 0.290
H -8.949 1.400 2.131 0.284
H -6.896 -0.238 1.260 0.297
H -4.422 -0.297 1.287 0.362
H -4.344 4.025 1.359 0.348
H -6.823 4.057 1.305 0.218
C 4.444 -2.199 1.972 -1.005
N 3.500 -1.127 1.814 0.297
C 3.638 0.045 2.502 0.158
O 4.517 0.309 3.320 -0.706
C 2.529 0.977 2.036 0.137
C 3.107 2.224 1.377 -1.476
C 3.968 1.865 0.188 0.366
C 5.320 1.548 0.372 -0.136
C 6.122 1.205 -0.717 -0.736
C 5.569 1.175 -2.003 -0.430
C 4.225 1.516 -2.199 -0.760
C 3.433 1.878 -1.105 -0.116
N 1.776 0.138 1.118 0.503
C 0.630 0.548 0.558 -0.438
C -0.094 -0.216 -0.351 1.202
C -1.251 0.276 -0.943 -0.958
C -2.010 -0.408 -1.943 0.565
C -3.126 0.223 -2.562 -0.296
C -3.884 -0.438 -3.521 -0.667
C -3.562 -1.752 -3.900 -0.351
C -2.454 -2.386 -3.325 -0.675
C -1.677 -1.728 -2.374 -0.320
C 2.365 -1.207 0.926 0.459
C 2.837 -1.501 -0.530 -1.022
C 2.716 -3.013 -0.690 -0.931
C 1.878 -3.565 0.484 -0.676
C 1.446 -2.394 1.358 -1.279
H 5.189 -1.884 2.705 0.437
H 3.940 -3.104 2.327 0.262
H 4.950 -2.424 1.025 0.274
H 1.899 1.234 2.907 0.455
H 2.282 2.879 1.078 0.601
H 3.722 2.716 2.143 0.579
H 5.740 1.586 1.382 0.421
H 7.177 0.967 -0.554 0.396
H 6.192 0.899 -2.856 0.383
H 3.786 1.511 -3.202 0.396
H 2.391 2.180 -1.248 0.470
H 0.270 1.542 0.844 0.620
H 0.280 -1.206 -0.613 -0.471
H -1.585 1.258 -0.617 0.280
H -3.361 1.250 -2.263 0.386
H -4.739 0.064 -3.979 0.369
H -4.169 -2.276 -4.634 0.383
H -2.191 -3.405 -3.614 0.374
H -0.798 -2.224 -1.954 0.446
H 2.208 -0.955 -1.243 0.345
H 3.862 -1.121 -0.654 0.353
H 2.242 -3.261 -1.647 0.380
H 3.712 -3.472 -0.706 0.420
H 1.007 -4.112 0.104 0.440
H 2.467 -4.282 1.069 0.400
H 1.583 -2.574 2.433 0.425
H 0.397 -2.129 1.192 0.377
```

Computed properties:
relative energy (zero: lowest compared OMol25 entry of this formula, charge and spin)	36.9	kJ/mol
LUMO	-1.91	eV
calculated total energy	-39772.2618	eV
orbital gap	0.120	Ha
HOMO energy	-5.18	eV
largest force on an atom	0.0499	hartree/bohr

=====

4.
The following is a DFT calculation (ωB97M-V with the def2-TZVPD basis set) of a molecular structure, C35H92N6Na3O13P in a non-equilibrium geometry.

```
150
Properties=species:S:1:pos:R:3:mulliken_charge:R:1
Na -1.597 -1.489 0.846 0.443
Na -0.340 1.677 2.962 0.721
Na 1.250 2.900 -0.879 0.743
P 0.262 0.548 0.548 -1.156
O 1.079 1.797 1.052 -0.762
O 0.616 -0.751 1.241 1.725
O 0.560 0.461 -0.957 0.072
O -1.249 0.809 0.929 -0.662
C 1.821 0.629 -4.209 -1.220
C 2.826 -0.322 -3.500 2.053
C 4.205 -0.663 -4.135 -1.141
O 4.004 -1.502 -5.330 -0.397
C 5.100 -1.924 -6.000 -0.661
N 3.033 0.340 -2.220 -0.428
H 0.893 0.535 -3.646 -0.192
H 1.587 0.350 -5.236 0.414
H 2.222 1.626 -4.395 0.410
H 2.330 -1.259 -3.246 -0.451
H 4.879 -1.155 -3.434 0.096
H 4.678 0.266 -4.454 0.584
H 5.716 -1.041 -6.169 0.331
H 4.809 -2.372 -6.950 0.245
H 5.676 -2.697 -5.491 0.160
H 3.496 -0.380 -1.685 -0.477
H 2.148 0.270 -1.739 -0.296
C 4.940 -0.571 3.389 -1.822
C 4.201 0.394 2.435 0.242
C 4.657 0.281 0.962 0.649
O 6.057 -0.114 0.698 -0.482
C 6.442 -0.085 -0.597 -0.356
N 2.786 0.365 2.614 -0.273
H 4.676 -0.446 4.439 0.401
H 5.991 -0.283 3.361 0.439
H 4.911 -1.633 3.147 0.212
H 4.505 1.388 2.763 0.470
H 4.597 1.277 0.522 0.423
H 3.881 -0.331 0.503 -0.603
H 5.805 -0.684 -1.249 -0.178
H 7.465 -0.410 -0.784 0.325
H 6.416 0.924 -1.009 0.330
H 2.367 1.084 2.042 0.370
H 2.301 -0.401 2.168 -0.344
C -3.998 4.264 0.305 -1.072
C -2.696 4.474 1.300 -0.021
C -2.952 3.870 2.632 0.096
O -1.795 3.678 3.437 -0.111
C -1.441 4.716 4.287 -1.035
N -1.618 3.759 0.568 -0.220
H -4.866 4.830 0.643 0.472
H -4.232 3.201 0.251 0.015
H -3.819 4.627 -0.707 0.288
H -2.267 5.472 1.387 0.522
H -3.195 2.829 2.420 -0.770
H -3.857 4.184 3.153 0.682
H -2.234 5.117 4.917 0.334
H -0.872 5.552 3.881 0.314
H -0.716 4.500 5.072 0.344
H -1.886 2.789 0.484 -0.299
H -0.891 3.665 1.262 0.198
C 3.703 -3.230 0.770 -1.374
C 2.882 -3.257 -0.500 3.305
C 2.972 -4.472 -1.430 -1.143
O 4.229 -4.806 -1.844 -0.489
C 4.943 -3.731 -2.482 -0.345
N 1.493 -2.949 -0.215 -0.256
H 3.525 -2.375 1.422 -0.075
H 4.756 -3.040 0.561 0.377
H 3.677 -4.170 1.321 0.342
H 3.192 -2.445 -1.159 -1.457
H 2.384 -4.205 -2.308 0.509
H 2.427 -5.318 -1.010 0.418
H 5.337 -3.027 -1.749 0.106
H 4.221 -3.135 -3.039 0.082
H 5.774 -4.012 -3.129 0.394
H 1.442 -2.030 0.202 -0.494
H 1.061 -2.672 -1.086 -0.117
C -3.031 1.270 -2.623 -1.038
C -1.806 1.992 -3.247 0.758
C -2.279 3.192 -4.153 -0.947
O -2.909 2.726 -5.337 -0.334
C -3.424 3.687 -6.265 -0.794
N -0.901 2.285 -2.167 -0.082
H -3.802 2.006 -2.397 0.547
H -2.819 0.645 -1.756 -0.348
H -3.446 0.543 -3.321 0.556
H -1.314 1.230 -3.853 0.375
H -1.386 3.771 -4.385 0.414
H -2.945 3.824 -3.566 0.272
H -4.040 3.229 -7.040 0.257
H -2.703 4.378 -6.701 0.295
H -4.069 4.329 -5.664 0.330
H -1.559 2.605 -1.471 -0.192
H -0.544 1.441 -1.742 0.051
C -5.250 0.251 3.448 -1.697
C -4.288 -0.766 2.945 1.308
C -4.578 -2.231 3.498 -1.290
C -5.718 -2.986 2.737 -0.864
C -5.430 -3.002 1.238 -1.110
C -4.990 -1.617 0.559 1.580
N -4.090 -0.811 1.466 0.503
O -3.771 0.408 0.990 0.243
C -4.193 -1.932 -0.796 -1.980
C -6.228 -0.729 0.268 -1.548
C -2.947 -0.315 3.618 -1.557
H -6.247 -0.150 3.265 0.477
H -5.075 1.270 3.103 0.077
H -5.158 0.307 4.533 0.528
H -3.639 -2.784 3.480 0.448
H -4.906 -2.209 4.538 0.395
H -6.629 -2.423 2.943 0.350
H -5.909 -3.968 3.168 0.466
H -6.370 -3.315 0.784 0.395
H -4.700 -3.773 0.996 0.358
H -4.731 -2.664 -1.399 0.561
H -3.903 -1.016 -1.310 0.085
H -3.267 -2.472 -0.597 0.476
H -6.736 -0.624 1.226 0.448
H -5.905 0.222 -0.157 0.122
H -6.920 -1.198 -0.431 0.459
H -2.069 -0.954 3.522 0.440
H -3.077 -0.564 4.671 0.742
H -2.727 0.745 3.491 -0.312
H -2.814 0.445 0.921 0.299
C -1.260 -3.342 -3.204 -1.541
C -0.830 -1.873 -2.966 0.443
O -0.712 -1.601 -1.584 0.000
H -0.539 -4.042 -2.783 0.274
H -1.152 -3.580 -4.262 0.479
H -2.276 -3.533 -2.859 0.270
H -1.662 -1.271 -3.332 0.071
H 0.081 -1.676 -3.531 0.015
H -0.320 -0.736 -1.441 -0.052
C 3.458 4.516 1.780 -0.989
C 2.435 4.482 2.868 -0.355
O 1.251 3.971 2.311 -0.373
H 2.981 5.170 1.050 0.294
H 3.749 3.545 1.379 0.072
H 4.346 5.014 2.170 0.414
H 2.243 5.465 3.297 0.354
H 2.786 3.816 3.656 0.308
H 1.347 3.147 1.828 0.320
C 1.246 -4.128 4.778 -1.498
C 1.739 -3.468 3.526 0.532
O 0.752 -2.506 3.208 -0.419
H 0.237 -4.523 4.661 0.304
H 1.158 -3.280 5.457 0.309
H 1.861 -4.943 5.162 0.393
H 1.890 -4.077 2.634 0.146
H 2.710 -3.011 3.722 -0.012
H 1.035 -1.893 2.525 0.241
```

Computed properties:
relative energy (zero: lowest compared OMol25 entry of this formula, charge and spin)	356.3	kJ/mol
LUMO	-0.08	eV
calculated total energy	-95885.7030	eV
orbital gap	0.306	Ha
HOMO energy	-8.41	eV
largest force on an atom	0.0803	hartree/bohr

=====

5.
The following is a DFT calculation (ωB97M-V with the def2-TZVPD basis set) of a molecular structure, C41H43ClN5NaO5S2 in a non-equilibrium geometry.

```
98
Properties=species:S:1:pos:R:3:mulliken_charge:R:1
Na 0.603 -0.716 0.590 0.729
C 2.069 -1.755 3.948 -1.284
C 2.517 -0.451 3.398 -0.028
N 3.404 -0.513 2.496 -0.756
N 3.889 0.665 1.997 -0.021
C 4.012 0.707 0.728 0.372
S 3.544 -0.436 -0.506 -0.477
S 4.763 2.269 0.132 -0.289
C 4.412 3.315 1.536 -0.022
C 5.530 3.375 2.537 0.338
C 5.301 3.185 3.914 0.149
C 6.329 3.405 4.825 -0.420
C 7.616 3.760 4.412 -0.478
C 7.853 3.933 3.018 -0.553
C 6.793 3.742 2.114 -0.498
C 1.922 0.809 3.859 0.801
C 2.167 1.245 5.186 -0.338
C 1.784 2.477 5.682 -0.724
C 1.114 3.321 4.778 -0.298
C 0.803 2.915 3.506 -0.786
C 1.100 1.616 2.973 0.209
O 0.820 1.281 1.775 -0.426
H 2.451 -2.566 3.300 0.290
H 1.006 -1.846 4.026 0.362
H 2.480 -1.939 4.954 0.304
H 3.459 2.962 1.986 -0.457
H 4.177 4.328 1.206 0.488
H 4.310 2.953 4.253 0.145
H 6.051 3.180 5.861 0.362
H 8.430 3.877 5.088 0.385
H 8.808 4.192 2.618 0.383
H 6.937 3.920 1.056 0.307
H 2.726 0.531 5.793 0.262
H 2.041 2.807 6.719 0.264
H 0.898 4.351 5.059 0.316
H 0.306 3.608 2.832 0.292
C -5.935 -1.894 -2.967 -2.338
C -5.213 -3.025 -2.273 2.205
C -4.939 -4.133 -3.291 -1.771
C -6.081 -3.515 -1.120 -1.588
C -3.849 -2.531 -1.766 0.527
C -3.012 -3.355 -1.010 -0.410
C -1.796 -2.834 -0.605 -0.823
N -1.333 -1.626 -0.902 -0.195
C -2.166 -0.820 -1.539 -1.574
C -3.434 -1.232 -1.942 0.773
C -1.705 0.585 -1.788 -0.784
C -2.490 1.475 -2.532 0.942
C -2.098 2.764 -2.751 0.513
C -0.868 3.154 -2.169 -0.550
C -0.165 2.215 -1.451 -0.841
N -0.512 0.954 -1.270 -0.092
C -2.932 3.698 -3.633 2.124
C -3.469 4.824 -2.733 -1.575
C -2.051 4.285 -4.751 -1.818
C -4.084 2.990 -4.261 -2.092
H -6.863 -2.199 -3.450 0.412
H -5.390 -1.453 -3.772 0.490
H -6.212 -1.099 -2.273 0.415
H -5.875 -4.664 -3.534 0.454
H -4.260 -4.841 -2.819 0.370
H -4.480 -3.735 -4.222 0.348
H -7.098 -3.788 -1.396 0.448
H -6.126 -2.701 -0.330 0.291
H -5.622 -4.372 -0.640 0.369
H -3.361 -4.338 -0.733 0.430
H -1.099 -3.456 -0.077 0.419
H -4.076 -0.511 -2.369 0.358
H -3.422 1.127 -2.922 0.196
H -0.522 4.190 -2.285 0.321
H 0.821 2.486 -1.027 0.453
H -2.628 5.465 -2.395 0.336
H -3.943 4.373 -1.834 0.333
H -4.187 5.486 -3.206 0.444
H -1.194 4.818 -4.324 0.330
H -2.665 4.948 -5.299 0.538
H -1.637 3.476 -5.346 0.376
H -4.695 2.615 -3.423 0.462
H -3.801 2.129 -4.882 0.390
H -4.659 3.597 -4.925 0.415
N 1.234 -3.627 1.208 -0.413
C 1.771 -4.111 0.313 0.147
C 2.401 -4.930 -0.636 0.622
C 3.583 -4.539 -1.214 -0.385
C 4.271 -5.463 -2.009 -0.544
C 3.735 -6.747 -2.230 -0.454
C 2.485 -7.069 -1.709 -0.486
C 1.819 -6.176 -0.891 -0.398
H 3.996 -3.539 -1.018 0.372
H 5.219 -5.194 -2.364 0.463
H 4.319 -7.449 -2.794 0.380
H 2.053 -8.037 -1.907 0.370
H 0.853 -6.364 -0.367 0.367
O -4.824 -1.922 1.605 -0.703
Cl -3.806 -0.948 2.068 1.654
O -3.454 -0.081 0.930 -0.586
O -4.312 -0.162 3.123 -0.687
O -2.640 -1.680 2.475 -0.647
```

Computed properties:
relative energy (zero: lowest compared OMol25 entry of this formula, charge and spin)	45.4	kJ/mol
LUMO	3.50	eV
calculated total energy	-99507.9009	eV
orbital gap	0.186	Ha
total charge	-2
HOMO energy	-1.57	eV
largest force on an atom	0.0616	hartree/bohr

=====

6.
The following is a DFT calculation (ωB97M-V with the def2-TZVPD basis set) of 3 unconnected molecules or ions with the total composition C3H13N3O2 in a non-equilibrium geometry.

```
21
Properties=species:S:1:pos:R:3:lowdin_spin:R:1
C 0.862 -1.174 -2.390 0.016
C 1.404 -0.374 -1.013 0.032
N 0.791 -1.045 0.089 0.042
C 0.559 -0.192 1.251 0.290
N 1.769 0.205 1.849 0.119
N -0.632 0.083 1.769 0.100
H -0.255 -1.492 -2.490 0.002
H 1.071 -0.476 -3.218 0.001
H 1.278 -2.177 -2.443 0.004
H 1.266 0.659 -1.350 0.007
H 2.567 -0.676 -0.847 0.011
H 0.023 -1.647 -0.291 0.015
H 2.573 -0.184 1.381 0.044
H 1.882 -0.386 2.876 0.240
H -0.689 0.423 2.754 0.058
H -1.863 2.643 0.758 0.000
H -3.338 2.511 1.033 0.001
O -2.609 3.068 0.838 0.003
H -2.326 -0.378 0.490 0.005
H -1.890 0.746 -0.579 0.003
O -2.444 -0.136 -0.466 0.006
```

Computed properties:
relative energy (zero: lowest compared OMol25 entry of this formula, charge and spin)	195.2	kJ/mol
LUMO (alpha / beta)	3.69 / 3.60	eV
calculated total energy	-11883.9417	eV
orbital gap (alpha / beta)	0.119 / 0.319	Ha
total charge	-1
spin multiplicity	2
HOMO energy (alpha / beta)	0.45 / -5.08	eV
expectation value of S²	0.754
largest force on an atom	0.1464	hartree/bohr

=====

7.
The following is a DFT calculation (ωB97M-V with the def2-TZVPD basis set) of a molecular structure, C4H16N8 in a non-equilibrium geometry.

```
28
Properties=species:S:1:pos:R:3:mulliken_charge:R:1
C -0.501 2.013 0.056 -0.646
C 0.027 1.683 -1.152 -0.135
C -0.112 -0.209 1.041 0.236
C 0.125 -0.718 -0.775 -0.045
N -0.600 1.140 1.159 -0.075
N 0.396 0.391 -1.538 0.473
N -0.893 -1.148 1.719 -0.637
N 1.355 -0.134 1.334 -0.687
N -1.088 -1.422 -1.020 -0.676
N 1.351 -1.627 -0.748 -0.136
N -1.841 1.026 1.938 -0.137
N 1.433 0.195 -2.442 -0.872
H -0.525 3.034 0.283 0.460
H 0.421 2.522 -1.805 0.405
H -0.335 -1.877 2.142 0.340
H -1.493 -1.671 1.031 0.267
H 1.814 0.640 0.831 0.264
H 1.629 -0.076 2.369 0.290
H -1.028 -2.025 -1.749 0.239
H -1.710 -0.682 -1.257 0.251
H 1.066 -2.559 -0.746 0.352
H 1.739 -1.339 0.269 0.441
H -2.444 1.806 1.692 0.355
H -1.508 0.913 2.957 0.403
H -2.355 0.160 1.673 0.359
H 2.012 -1.334 -1.530 0.398
H 1.991 1.104 -2.378 0.275
H 1.072 0.194 -3.354 0.239
```

Computed properties:
relative energy (zero: lowest compared OMol25 entry of this formula, charge and spin)	181.3	kJ/mol
LUMO	-6.53	eV
calculated total energy	-16308.5577	eV
orbital gap	0.345	Ha
total charge	+2
HOMO energy	-15.93	eV
largest force on an atom	0.1008	hartree/bohr

=====

Question: Among the records above, which one has the lowest calculated total energy?
Answer: C41H43ClN5NaO5S2

=====

Question: Look up the largest force on an atom of the fifth one.
Answer: 0.0616 hartree/bohr

=====

Question: Among the records above, which one has the highest calculated total energy?
Answer: C6H12

=====

Question: Look up the calculated total energy of the fifth one.
Answer: -99507.9009 eV